1.
Computed, not measured: a structure of composition C21H32Br2Cl5IMgN5O6PS, with ωB97M-V/def2-TZVPD.

Geometry as XYZ:
```
75
Properties=species:S:1:pos:R:3:forces:R:3:lowdin_charge:R:1
N -0.927 -2.012 -2.189 -0.968 0.459 -0.820 0.12
C -1.976 -2.494 -2.163 1.171 0.019 0.506 -0.28
C -3.128 -3.289 -1.805 -0.637 0.007 -0.114 -0.28
C -2.880 -4.808 -1.498 0.287 0.858 -0.351 -0.87
I -4.595 -5.863 -2.253 -0.241 -0.204 0.210 1.05
C -2.837 -4.998 -0.069 0.292 -0.131 0.933 -0.39
N -2.758 -5.113 1.076 -0.274 0.012 -0.582 0.21
P -1.344 -5.604 -2.276 0.156 -1.042 -0.205 0.64
O -1.758 -6.862 -2.939 -0.232 -0.086 -0.339 -0.53
H -3.548 -2.829 -0.909 0.294 0.059 0.012 0.09
H -3.875 -3.181 -2.592 0.092 -0.125 -0.148 0.06
H -0.794 -4.674 -3.163 -0.046 0.381 0.280 0.02
H -0.483 -5.799 -1.202 0.046 0.341 0.164 -0.05
N -5.933 -2.892 -0.647 -0.028 0.227 -0.151 0.30
H -5.516 -2.096 -1.153 0.053 0.122 0.173 0.12
H -5.464 -2.993 0.257 0.053 0.019 0.052 0.16
H -6.928 -2.733 -0.499 0.002 -0.003 0.003 0.15
H -5.779 -3.754 -1.206 -0.002 -0.102 0.091 0.01
C -4.347 1.080 -1.059 0.296 -0.104 0.165 -0.12
O -3.876 -0.149 -1.641 -0.398 -0.319 0.147 -0.16
H -5.410 1.165 -1.276 -0.027 -0.027 -0.078 0.07
H -4.199 1.070 0.023 -0.016 0.035 -0.002 0.08
H -3.827 1.932 -1.492 -0.093 0.018 0.009 0.05
H -2.932 -0.212 -1.449 0.054 0.006 -0.044 0.07
Br 0.823 -3.496 -0.676 0.398 -0.383 0.380 -0.12
C 1.563 -0.175 -1.681 -0.324 -0.338 -0.179 -0.98
O 2.317 -0.730 -2.474 0.000 0.180 0.122 0.17
O 0.615 0.590 -1.999 0.209 0.106 0.048 0.21
O 1.597 -0.284 -0.426 0.140 0.032 0.080 0.16
C -4.754 4.223 -5.072 -0.044 -0.104 -0.104 -0.30
S -5.036 4.754 -3.377 -1.058 -1.028 -0.245 0.44
O -4.125 3.969 -2.506 -0.013 0.123 -0.033 -0.59
C -6.678 4.013 -3.254 -0.074 -0.099 0.150 -0.25
H -3.755 4.533 -5.370 0.018 -0.001 0.016 0.00
H -4.832 3.137 -5.119 0.004 -0.006 0.070 0.06
H -5.491 4.695 -5.723 0.003 0.030 0.022 0.06
H -6.617 2.943 -3.456 0.043 0.004 0.002 0.05
H -7.342 4.499 -3.967 0.017 0.036 -0.003 0.06
H -7.041 4.178 -2.242 0.033 0.031 0.017 0.05
Mg -3.249 6.638 -3.598 1.070 1.102 0.058 0.44
C 10.076 3.612 3.936 -0.086 -0.085 -0.042 0.02
N 8.725 3.027 3.884 0.009 0.172 0.102 -0.10
C 8.538 1.873 3.223 -0.030 -0.082 -0.045 -0.02
C 7.301 1.287 3.188 -0.089 -0.089 -0.085 0.04
C 6.220 1.880 3.846 0.257 -0.006 0.096 -0.12
C 6.428 3.088 4.512 -0.346 0.483 0.213 -0.02
C 7.692 3.628 4.505 0.058 -0.066 -0.027 0.01
C 4.902 1.205 3.827 -0.244 0.043 -0.007 -0.16
C 4.247 0.859 5.000 0.105 0.057 0.094 -0.03
C 3.009 0.259 4.929 0.017 0.027 -0.037 0.01
N 2.422 0.008 3.752 -0.162 -0.163 0.125 -0.06
C 3.046 0.316 2.608 -0.107 0.015 -0.133 0.02
C 4.282 0.914 2.619 0.182 -0.003 -0.086 0.04
C 1.051 -0.588 3.689 0.085 0.724 -0.342 -0.09
H 10.431 3.773 2.922 0.042 0.015 0.003 0.11
H 10.735 2.927 4.463 0.049 0.023 -0.004 0.11
H 10.032 4.557 4.464 -0.011 0.019 0.006 0.10
H 9.401 1.440 2.740 0.041 0.033 0.015 0.14
H 7.184 0.351 2.658 -0.014 -0.006 -0.004 0.14
H 5.595 3.650 5.074 0.578 -0.776 -0.523 -0.13
H 7.908 4.559 5.011 0.041 0.012 -0.010 0.15
H 4.684 1.051 5.967 -0.053 0.120 0.029 0.10
H 2.459 -0.017 5.814 -0.068 0.012 -0.009 0.15
H 2.531 0.081 1.690 -0.174 -0.051 -0.078 0.13
H 4.746 1.162 1.674 -0.025 0.013 -0.016 0.13
H 1.105 -1.493 3.092 -0.069 0.009 -0.087 0.10
H 0.295 0.123 3.221 0.817 -0.714 0.452 -0.07
H 0.731 -0.807 4.700 -0.032 0.003 0.029 0.08
Cl -1.722 -0.150 2.994 -0.791 0.044 -0.234 -0.50
C -4.247 -4.550 -6.606 0.019 0.065 0.046 -2.06
Cl -3.083 -5.232 -5.479 0.159 -0.116 -0.088 0.51
Cl -3.452 -4.139 -8.122 0.001 0.015 -0.020 0.54
Cl -5.532 -5.725 -6.908 -0.034 -0.014 0.006 0.52
Cl -4.955 -3.083 -5.898 -0.016 0.036 0.022 0.49
Br 3.914 3.937 6.192 -0.363 0.125 0.326 -0.27
```
Positions in Å, forces in eV/Å.

Properties
Total energy in eV: -278386.3188
Multiplicity: 1

2.
Computed, not measured: a cluster of 12 separate species, C21H32Cl33N3O6PS in total, with ωB97M-V/def2-TZVPD.

Geometry as XYZ:
```
97
Properties=species:S:1:pos:R:3:forces:R:3:lowdin_charge:R:1
C 3.296 -2.224 -0.758 0.086 -0.484 0.089 -0.12
C 2.633 -3.524 -1.266 -0.246 0.426 -0.434 -0.20
C 1.119 -3.587 -1.020 0.733 0.218 0.018 -0.23
O 0.481 -3.109 -2.186 -0.392 -0.439 0.229 -0.14
C -0.944 -3.216 -2.132 0.546 0.580 -1.281 -0.11
C -1.609 -1.975 -1.509 -0.948 -1.085 2.639 -0.41
C -2.148 -2.506 -0.105 0.676 -0.119 -0.270 -0.15
C -3.348 -3.457 -0.238 -0.114 0.292 0.677 -0.27
C -4.720 -2.788 -0.073 0.148 -0.068 -0.703 -0.57
S -5.965 -4.090 0.260 -0.234 -0.051 -0.031 0.64
O -2.738 -1.470 -2.164 0.690 0.285 -0.937 -0.18
P -3.168 0.081 -1.619 -3.045 0.971 0.947 0.54
N -4.810 -0.099 -2.325 0.802 -0.828 0.424 -0.15
O -2.602 0.816 -3.199 1.050 0.228 -0.141 -0.27
N -2.572 2.162 -3.182 -0.136 -0.625 0.253 -0.14
O -1.522 2.595 -3.530 0.165 0.259 -0.328 -0.03
O -1.575 0.272 -0.940 0.388 -0.601 0.228 -0.20
C -0.726 -0.796 -1.090 -0.593 1.440 -0.781 -0.29
O 0.321 -0.347 -2.046 -0.049 0.078 -0.766 0.04
C 0.035 -0.548 -3.298 0.303 -1.146 0.672 -0.36
N -0.149 -1.004 -4.343 0.058 0.668 -0.254 0.19
H 3.554 -1.563 -1.585 -0.011 0.039 0.049 0.06
H 2.643 -1.668 -0.082 0.004 -0.038 -0.013 0.07
H 4.213 -2.481 -0.223 -0.205 0.342 -0.009 0.00
H 2.749 -3.550 -2.353 -0.004 -0.189 0.041 0.11
H 3.137 -4.419 -0.894 -0.069 0.088 0.252 0.09
H 0.893 -2.940 -0.162 -0.160 -0.145 0.087 0.10
H 0.802 -4.608 -0.769 -0.153 0.004 -0.149 0.12
H -1.181 -4.136 -1.595 -0.252 0.102 0.114 0.12
H -1.284 -3.331 -3.164 0.036 0.134 0.036 0.14
H -2.348 -1.674 0.571 -0.266 0.002 -0.092 0.10
H -1.326 -3.061 0.365 -0.019 0.025 -0.062 0.09
H -3.251 -4.208 0.554 -0.015 -0.078 -0.132 0.08
H -3.332 -3.973 -1.201 0.047 -0.067 0.046 0.11
H -4.713 -2.009 0.685 -0.065 -0.230 0.244 0.05
H -4.983 -2.307 -1.015 -0.100 0.172 0.137 0.04
H -6.765 -3.472 1.151 0.199 0.087 -0.221 -0.18
H -3.740 -0.362 -0.384 0.654 -0.340 -0.014 0.02
H -3.445 1.417 -1.155 0.403 -0.098 -0.303 0.02
H -4.745 -0.256 -3.322 -0.217 0.258 -0.097 0.02
H -5.319 0.749 -2.126 0.113 0.003 -0.260 -0.07
H -0.137 -0.971 -0.190 -0.009 -0.075 -0.022 0.15
C -3.350 -4.147 4.126 -0.086 0.047 -0.033 -1.55
Cl -4.801 -3.519 3.348 0.186 -0.015 0.239 0.55
Cl -3.297 -5.907 4.026 -0.043 -0.031 -0.201 0.50
Cl -1.898 -3.438 3.413 -0.001 0.003 0.034 0.56
H -3.378 -3.874 5.173 0.013 -0.026 0.008 -0.04
C -3.911 -6.225 7.978 -0.020 -0.007 -0.132 -1.54
Cl -5.358 -5.595 7.187 0.011 0.025 0.037 0.54
Cl -3.881 -7.989 7.913 0.003 0.027 0.028 0.53
Cl -2.457 -5.548 7.251 0.085 0.004 0.196 0.51
H -3.938 -5.926 9.018 0.004 -0.006 0.001 -0.01
C 0.501 4.694 -1.687 -0.163 -0.056 -0.169 -1.52
Cl 1.117 4.899 -3.325 0.014 0.042 0.132 0.51
Cl 1.687 5.268 -0.500 -0.101 -0.079 -0.079 0.50
Cl -1.033 5.535 -1.480 0.047 -0.009 0.025 0.54
H 0.335 3.636 -1.517 -0.025 0.002 -0.013 0.01
C 3.347 8.279 -2.203 -0.058 0.084 -0.066 -1.55
Cl 3.959 8.505 -3.846 -0.029 -0.070 0.041 0.52
Cl 4.538 8.848 -1.024 0.019 -0.092 -0.011 0.50
Cl 1.809 9.108 -1.988 0.029 -0.059 0.019 0.53
H 3.184 7.220 -2.039 0.001 0.002 -0.005 -0.03
C 1.908 6.071 3.584 -0.070 0.077 -0.069 -1.53
Cl 0.216 6.368 3.191 0.018 -0.093 -0.004 0.52
Cl 2.940 6.386 2.189 0.147 0.082 0.193 0.49
Cl 2.416 7.050 4.964 -0.001 -0.034 0.017 0.51
H 2.012 5.029 3.855 0.013 0.001 -0.010 0.01
C 2.585 4.454 -7.193 -0.095 0.057 0.011 -1.54
Cl 0.893 4.754 -7.580 0.039 -0.025 0.019 0.53
Cl 3.612 4.737 -8.604 0.020 -0.028 0.010 0.51
Cl 3.102 5.455 -5.834 0.097 0.018 -0.130 0.48
H 2.687 3.415 -6.905 -0.001 0.001 0.000 0.02
C 7.054 -2.107 -1.965 -0.133 0.031 -0.009 -1.53
Cl 6.535 -3.335 -0.808 0.327 -0.104 -0.069 0.53
Cl 6.387 -2.439 -3.564 0.021 0.000 0.026 0.53
Cl 6.598 -0.491 -1.420 0.045 -0.020 0.002 0.54
H 8.132 -2.146 -2.033 -0.001 -0.010 -0.002 0.01
C 2.045 10.842 2.956 0.024 -0.128 -0.062 -1.54
Cl 0.517 9.982 3.137 0.015 0.071 0.029 0.52
Cl 2.995 10.760 4.446 -0.008 0.058 -0.001 0.51
Cl 2.958 10.195 1.594 -0.046 0.081 0.061 0.49
H 1.827 11.882 2.757 0.004 0.001 0.010 0.01
C -5.585 3.769 -4.258 0.092 -0.041 0.024 -1.54
Cl -6.421 2.644 -3.198 -0.209 0.231 -0.104 0.57
Cl -5.912 3.398 -5.955 0.014 0.013 0.029 0.51
Cl -6.036 5.441 -3.889 0.012 0.001 -0.004 0.50
H -4.521 3.658 -4.083 0.017 -0.032 0.025 -0.01
C -0.422 -3.217 10.276 0.078 -0.101 -0.051 -1.55
Cl -1.891 -4.161 10.548 -0.011 0.052 0.070 0.52
Cl 0.640 -3.308 11.682 -0.022 0.031 -0.007 0.52
Cl 0.417 -3.759 8.823 -0.034 0.038 0.036 0.52
H -0.708 -2.183 10.136 -0.017 -0.006 0.001 0.01
C 7.850 -7.171 -0.569 -0.038 0.110 -0.059 -1.56
Cl 6.324 -6.704 0.181 0.002 -0.065 0.035 0.51
Cl 7.705 -7.188 -2.327 0.007 -0.010 0.030 0.52
Cl 9.156 -6.096 -0.060 0.006 -0.038 0.016 0.51
H 8.094 -8.172 -0.240 0.001 0.002 -0.001 0.01
```
Positions in Å, forces in eV/Å.

Properties
Total energy in eV: -472412.5961
Total charge: -1
Multiplicity: 1

3.
Computed, not measured: a cluster of 2 separate species, C21H32F9N2O3S in total, with ωB97M-V/def2-TZVPD.

Geometry as XYZ:
```
68
Properties=species:S:1:pos:R:3:forces:R:3:lowdin_charge:R:1
C 0.477 -2.317 7.848 -0.115 -0.005 -0.274 -0.12
C -0.737 -2.563 6.945 0.149 0.308 0.082 -0.27
C -1.654 -1.346 6.812 -0.236 -0.331 0.118 -0.23
C -2.598 -1.443 5.612 0.287 0.165 -0.067 -0.21
C -2.005 -0.783 4.371 -0.107 0.068 -0.080 -0.21
C -2.743 -1.122 3.074 0.074 0.076 -0.129 -0.22
C -2.117 -2.312 2.343 -0.100 0.077 -0.006 -0.22
C -3.003 -2.915 1.255 -0.167 0.133 0.144 -0.22
C -3.239 -1.964 0.085 0.119 0.027 -0.160 -0.22
C -2.058 -1.878 -0.876 0.018 0.135 0.129 -0.22
C -2.253 -0.790 -1.930 -0.038 -0.146 0.168 -0.21
C -1.253 -0.833 -3.095 -0.142 0.014 0.118 -0.15
C -0.186 0.223 -3.073 -0.270 -0.288 -0.744 -0.24
C 0.308 0.711 -1.925 0.252 0.256 0.649 -0.05
N 1.310 1.645 -1.946 -0.073 -0.032 0.121 0.00
N 1.871 2.168 -3.082 0.133 0.175 0.330 0.09
C 1.398 1.683 -4.196 -0.095 -0.166 -0.184 -0.33
C 2.018 2.217 -5.461 -0.138 0.003 -0.060 -0.12
C 3.187 1.381 -6.007 -0.223 -0.041 0.063 -0.07
C 4.559 1.603 -5.417 -0.054 0.187 0.050 -0.47
F 4.524 1.362 -4.084 0.064 -0.081 0.136 0.13
F 5.444 0.721 -5.945 0.019 -0.153 -0.125 0.11
C 5.248 3.009 -5.492 0.024 -0.228 -0.275 -0.45
F 4.564 3.864 -4.746 -0.248 0.293 0.107 0.14
F 6.468 2.887 -4.978 0.244 0.029 0.130 0.14
S 5.445 3.812 -7.219 -0.035 -0.180 0.015 0.78
F 5.591 5.241 -6.557 -0.014 0.093 0.117 -0.13
F 3.862 3.984 -7.284 -0.117 0.011 0.046 -0.13
F 5.323 2.403 -7.948 -0.082 -0.034 -0.025 -0.14
F 7.015 3.657 -7.225 0.123 -0.047 0.060 -0.13
F 5.533 4.496 -8.636 -0.003 0.062 -0.137 -0.12
C 0.374 0.724 -4.279 0.080 -0.104 -0.064 0.00
H 0.869 -1.314 7.676 0.036 0.051 0.060 0.07
H 1.283 -3.020 7.629 0.002 -0.107 0.126 0.06
H 0.209 -2.405 8.899 0.041 0.074 0.093 0.07
H -0.389 -2.857 5.950 -0.005 -0.083 -0.045 0.09
H -1.320 -3.388 7.359 -0.004 -0.192 -0.201 0.10
H -2.259 -1.239 7.712 0.103 0.086 0.126 0.11
H -1.069 -0.430 6.743 0.020 0.086 -0.001 0.10
H -2.810 -2.496 5.394 -0.141 -0.062 0.056 0.11
H -3.525 -0.925 5.856 -0.133 -0.112 -0.017 0.09
H -2.023 0.296 4.529 0.047 0.039 0.096 0.11
H -0.952 -1.064 4.259 0.075 -0.015 0.009 0.11
H -2.729 -0.245 2.423 -0.028 -0.009 -0.080 0.10
H -3.799 -1.328 3.273 -0.031 -0.011 0.127 0.12
H -1.871 -3.078 3.082 0.059 -0.064 -0.010 0.11
H -1.178 -1.970 1.900 0.149 -0.146 0.088 0.10
H -2.576 -3.853 0.890 0.054 -0.038 -0.055 0.11
H -3.967 -3.169 1.705 -0.013 -0.037 0.023 0.11
H -4.130 -2.255 -0.476 -0.035 -0.040 -0.018 0.11
H -3.429 -0.959 0.467 -0.146 0.026 0.052 0.10
H -1.157 -1.665 -0.292 0.127 -0.072 -0.093 0.10
H -1.899 -2.846 -1.360 -0.012 -0.065 -0.024 0.11
H -2.198 0.178 -1.430 -0.094 0.108 -0.056 0.11
H -3.273 -0.870 -2.311 -0.012 -0.027 -0.100 0.11
H -0.761 -1.809 -3.100 0.001 -0.081 -0.109 0.12
H -1.794 -0.756 -4.039 0.055 0.036 -0.103 0.11
H -0.048 0.396 -0.957 0.103 0.084 0.132 0.12
H 1.684 2.000 -1.087 0.078 0.107 -0.032 0.13
H 2.274 3.262 -5.316 0.158 0.052 0.018 0.11
H 1.244 2.189 -6.228 -0.027 0.046 -0.059 0.12
H 3.236 1.492 -7.084 0.185 0.072 -0.149 0.11
H 2.974 0.327 -5.817 0.065 -0.054 0.021 0.14
H 0.020 0.377 -5.238 -0.011 0.023 -0.050 0.10
C -3.840 1.490 8.035 0.281 -0.397 -0.676 -0.97
O -4.348 2.171 8.951 -0.057 0.059 0.116 0.03
O -4.546 0.800 7.221 -0.061 0.175 0.266 0.02
O -2.580 1.437 7.838 -0.159 0.211 0.219 0.03
```
Positions in Å, forces in eV/Å.

Properties
Total energy in eV: -66706.5429
Total charge: -1
Multiplicity: 1

Q: Which HOMO energy values were calculated for the entries above? A: -6.118 -5.459 -2.009, in eV.
Q: Which max |F| values were calculated for the entries above? A: 1.5 3.3 0.8, in eV/Å.
Q: Which gap between HOMO and LUMO values were calculated for the entries above? A: 2.9 6.8 1.2, in eV.